No. 1
{"formula": "C4H11NO2", "method": "ωB97M-V with the def2-TZVPD basis set", "symbols": ["C", "N", "C", "C", "C", "O", "H", "H", "H", "H", "H", "H", "H", "H", "H", "H", "H", "O"], "xyz": [[0.35, 0.88, 2.66], [-0.69, 0.65, 1.81], [-1.05, 2.08, -0.22], [-0.51, 0.79, 0.37], [-1.22, -0.35, -0.36], [1.42, 1.34, 2.38], [0.07, 0.58, 3.69], [-1.45, 0.07, 2.12], [-2.14, 2.14, -0.34], [-0.71, 2.37, -1.21], [-0.80, 2.92, 0.44], [0.57, 0.77, 0.19], [-0.69, -1.32, -0.23], [-2.29, -0.39, -0.23], [-0.95, -0.34, -1.42], [1.53, -4.26, -4.13], [1.04, -3.91, -5.62], [1.69, -4.34, -5.09]], "mulliken_charge": [-0.025, -0.199, -1.361, 0.488, -1.412, -0.534, 0.331, 0.274, 0.305, 0.344, 0.356, 0.289, 0.371, 0.380, 0.394, 0.324, 0.315, -0.639], "homo_lumo_gap_ev": 10.549, "spin_multiplicity": 1, "homo_ha": -0.3671, "relative_energy_kj_mol": 88.20}



No. 2
{"formula": "C4H11NO2", "method": "ωB97M-V with the def2-TZVPD basis set", "symbols": ["C", "O", "C", "C", "C", "O", "N", "H", "H", "H", "H", "H", "H", "H", "H", "H", "H", "H"], "xyz": [[0.70, -0.97, 1.20], [2.02, -1.68, 0.85], [0.37, -0.15, -0.18], [-1.07, 0.27, -0.16], [-1.84, 0.56, -1.39], [-1.25, 1.24, 0.95], [1.35, 0.91, -0.55], [0.85, -0.26, 2.10], [-0.26, -1.53, 1.34], [0.52, -1.06, -0.89], [-1.48, -0.62, 0.31], [-2.81, 0.93, -1.01], [-1.91, -0.11, -2.29], [-1.22, 1.41, -1.84], [-0.33, 1.49, 1.07], [1.85, 0.54, -1.32], [2.08, 1.02, 0.18], [2.44, -2.00, 1.64]], "mulliken_charge": [-0.332, -0.513, -0.606, 0.714, -1.402, -0.543, -0.588, 0.309, 0.296, 0.350, 0.169, 0.315, 0.324, 0.292, 0.355, 0.303, 0.262, 0.295], "homo_lumo_gap_ev": 10.598, "spin_multiplicity": 1, "homo_ha": -0.3618, "relative_energy_kj_mol": 262.69}



No. 3
{"formula": "C4H11NO2", "method": "ωB97M-V with the def2-TZVPD basis set", "symbols": ["C", "N", "C", "C", "C", "O", "H", "H", "H", "H", "H", "H", "H", "H", "H", "H", "H", "O"], "xyz": [[1.44, 2.49, -0.57], [1.38, 1.06, -0.28], [0.38, 0.35, -1.06], [0.38, -1.13, -0.69], [-0.97, -1.71, -0.43], [-1.97, -1.07, -0.21], [1.55, 3.07, 0.35], [2.28, 2.78, -1.21], [0.51, 2.82, -1.05], [2.31, 0.67, -0.43], [-0.59, 0.76, -0.80], [0.49, 0.51, -2.14], [0.97, -1.23, 0.23], [0.90, -1.73, -1.44], [-1.06, -2.81, -0.37], [-1.43, -0.84, 3.25], [-1.10, -0.28, 1.89], [-0.78, -0.29, 2.81]], "mulliken_charge": [-0.839, -0.350, -0.513, -0.607, -0.129, -0.484, 0.285, 0.274, 0.296, 0.210, 0.424, 0.366, 0.328, 0.376, 0.363, 0.315, 0.334, -0.647], "homo_lumo_gap_ev": 9.799, "spin_multiplicity": 1, "homo_ha": -0.3266, "relative_energy_kj_mol": 155.92}



No. 4
{"formula": "C4H11NO2", "method": "ωB97M-V with the def2-TZVPD basis set", "symbols": ["C", "C", "C", "O", "N", "C", "O", "H", "H", "H", "H", "H", "H", "H", "H", "H", "H", "H"], "xyz": [[0.81, 0.50, -0.27], [-0.66, 0.41, -0.64], [-0.92, 1.11, -1.98], [-1.54, 1.20, 0.25], [0.99, 0.02, 1.11], [0.33, -1.14, 1.62], [0.49, -2.35, 0.79], [1.44, -0.10, -0.88], [1.20, 1.51, -0.39], [-1.06, -0.65, -0.59], [-0.10, 0.83, -2.64], [-1.93, 0.93, -2.32], [-0.89, 2.14, -1.69], [-1.42, 0.74, 1.08], [1.95, 0.11, 1.43], [-0.72, -0.97, 1.49], [0.73, -1.49, 2.60], [1.30, -2.80, 1.03]], "mulliken_charge": [-0.564, 0.280, -1.401, -0.523, -0.262, -0.508, -0.559, 0.326, 0.379, 0.226, 0.358, 0.340, 0.379, 0.339, 0.255, 0.183, 0.450, 0.303], "homo_lumo_gap_ev": 9.971, "spin_multiplicity": 1, "homo_ha": -0.3391, "relative_energy_kj_mol": 176.59}



No. 5
{"formula": "C4H11NO2", "method": "ωB97M-V with the def2-TZVPD basis set", "symbols": ["C", "C", "C", "C", "O", "N", "H", "H", "H", "H", "H", "H", "H", "H", "H", "H", "H", "O"], "xyz": [[-0.20, 0.43, 2.17], [-0.64, -0.37, 0.92], [0.55, -0.67, 0.02], [0.51, -1.99, -0.84], [1.53, -2.53, -1.15], [-1.68, 0.24, 0.13], [0.64, 1.09, 1.89], [0.36, -0.25, 2.82], [-0.94, 1.10, 2.56], [-1.05, -1.43, 1.16], [1.45, -0.90, 0.59], [0.82, 0.01, -0.79], [-0.45, -2.32, -1.22], [-2.11, 0.97, 0.70], [-1.37, 0.63, -0.76], [1.61, 2.24, -2.56], [0.07, 2.12, -2.79], [0.90, 1.65, -2.86]], "mulliken_charge": [-1.271, 0.563, -0.877, 0.049, -0.256, -0.359, 0.376, 0.381, 0.368, 0.261, 0.382, 0.397, 0.419, 0.299, 0.259, 0.339, 0.326, -0.656], "homo_lumo_gap_ev": [11.263, 4.405], "spin_multiplicity": 2, "homo_ha": [-0.5625, -0.5061], "charge": 1, "relative_energy_kj_mol": 195.06}



No. 6
{"formula": "C4H11NO2", "method": "ωB97M-V with the def2-TZVPD basis set", "symbols": ["C", "O", "C", "C", "C", "O", "N", "H", "H", "H", "H", "H", "H", "H", "H", "H", "H", "H"], "xyz": [[-0.20, -1.28, 0.89], [0.55, -1.78, 1.91], [0.59, -0.18, 0.03], [-0.29, 0.21, -1.16], [0.03, 1.57, -1.82], [-1.65, 0.36, -0.68], [1.03, 0.85, 0.92], [-1.06, -0.70, 1.28], [-0.52, -2.12, 0.28], [1.48, -0.76, -0.26], [-0.24, -0.58, -1.91], [0.56, 2.29, -1.19], [-0.91, 2.02, -2.10], [0.56, 1.41, -2.76], [-2.21, -0.15, -1.28], [0.25, 1.50, 1.06], [1.71, 1.44, 0.43], [1.17, -1.09, 2.23]], "mulliken_charge": [-0.514, -0.353, -0.005, -0.013, -1.223, -0.515, -0.571, 0.376, 0.371, 0.469, 0.578, 0.339, 0.346, 0.330, 0.369, 0.304, 0.300, 0.412], "homo_lumo_gap_ev": [12.443, 6.139], "spin_multiplicity": 2, "homo_ha": [-0.5685, -0.5616], "charge": 1, "relative_energy_kj_mol": 141.90}



No. 7
{"formula": "C4H11NO2", "method": "ωB97M-V with the def2-TZVPD basis set", "symbols": ["C", "O", "C", "C", "C", "O", "N", "H", "H", "H", "H", "H", "H", "H", "H", "H", "H", "H"], "xyz": [[-0.77, -0.21, -1.77], [-0.14, 0.11, -2.98], [0.09, 0.17, -0.56], [-0.64, 0.00, 0.76], [0.18, 0.49, 1.97], [0.21, -0.41, 3.06], [1.27, -0.75, -0.62], [-0.79, -1.30, -1.74], [-1.77, 0.21, -1.66], [-0.08, 1.07, -3.07], [0.77, 1.04, -0.71], [-1.55, 0.59, 0.68], [-0.84, -1.06, 0.96], [1.24, 0.61, 1.71], [-0.10, 1.49, 2.32], [-0.70, -0.59, 3.33], [2.10, -0.51, -0.07], [1.53, -0.95, -1.59]], "mulliken_charge": [-0.891, -0.496, 0.165, -0.534, -0.544, -0.517, -0.196, 0.432, 0.419, 0.347, 0.442, 0.374, 0.403, 0.275, 0.327, 0.325, 0.329, 0.342], "homo_lumo_gap_ev": [11.022, 5.856], "spin_multiplicity": 2, "homo_ha": [-0.5305, -0.5299], "charge": 1, "relative_energy_kj_mol": 140.83}



No. 8
{"formula": "C4H11NO2S", "method": "ωB97M-V with the def2-TZVPD basis set", "symbols": ["C", "C", "C", "S", "N", "C", "O", "H", "H", "H", "H", "H", "H", "H", "H", "H", "H", "H", "O"], "xyz": [[0.70, 1.55, -0.38], [0.49, 0.03, -0.34], [-0.94, -0.33, 0.02], [-2.18, 0.10, -1.31], [1.37, -0.52, 0.70], [2.81, -0.66, 0.31], [3.49, 0.44, 0.15], [0.58, 1.94, 0.64], [-0.11, 2.01, -0.95], [1.71, 1.77, -0.72], [0.84, -0.39, -1.30], [-1.07, -1.39, 0.26], [-1.19, 0.28, 0.88], [1.04, -1.47, 0.86], [3.17, -1.34, 1.14], [2.82, -1.30, -0.63], [-4.83, 0.44, 0.27], [-3.91, -0.66, -0.04], [-4.77, -0.50, 0.44]], "mulliken_charge": [-1.443, 0.700, -0.945, -0.805, -0.536, -0.524, -0.831, 0.342, 0.319, 0.329, 0.262, 0.331, 0.248, 0.226, 0.260, 0.201, 0.325, 0.222, -0.680], "homo_lumo_gap_ev": 5.751, "spin_multiplicity": 1, "homo_ha": 0.0094, "charge": -2, "relative_energy_kj_mol": 49.70}



No. 9
{"formula": "C4H11NO2Si", "method": "ωB97M-V with the def2-TZVPD basis set", "symbols": ["C", "C", "C", "C", "N", "O", "O", "Si", "H", "H", "H", "H", "H", "H", "H", "H", "H", "H", "H"], "xyz": [[-0.59, 0.40, -2.09], [0.21, -1.96, -0.09], [-1.74, 0.27, 0.87], [1.41, 1.14, 0.37], [1.58, 0.72, 1.71], [1.08, 1.52, 2.48], [2.13, -0.32, 2.03], [-0.28, -0.20, -0.34], [-0.29, -0.41, -2.73], [-1.72, 0.49, -2.31], [-0.04, 1.33, -2.54], [0.90, -2.13, -1.04], [0.57, -2.41, 0.83], [-0.60, -2.63, -0.33], [-1.37, 0.68, 1.80], [-2.33, 1.07, 0.33], [-2.25, -0.59, 0.98], [2.27, 0.89, -0.21], [1.08, 2.16, 0.28]], "mulliken_charge": [-1.065, -1.012, -1.095, -0.811, 0.924, -0.560, -0.593, 0.564, 0.345, 0.311, 0.299, 0.227, 0.374, 0.399, 0.336, 0.289, 0.367, 0.342, 0.358], "homo_lumo_gap_ev": 10.580, "spin_multiplicity": 1, "homo_ha": -0.3666, "relative_energy_kj_mol": 323.57}



No. 10
{"formula": "C4H11NO3", "method": "ωB97M-V with the def2-TZVPD basis set", "symbols": ["C", "C", "C", "C", "N", "O", "O", "O", "H", "H", "H", "H", "H", "H", "H", "H", "H", "H", "H"], "xyz": [[-1.10, -0.80, 0.47], [-0.16, 1.37, 0.53], [1.04, -1.01, -3.00], [0.00, -1.48, 0.87], [-0.75, 2.34, 2.56], [-1.27, 0.52, 0.31], [0.19, 1.49, 1.87], [0.55, -0.84, -1.70], [-1.99, -1.32, 0.12], [-1.41, 1.72, 3.01], [-0.18, 2.79, 3.27], [-0.45, 2.33, 0.10], [0.73, 0.98, 0.02], [0.74, -0.13, -3.57], [0.61, -1.89, -3.51], [2.14, -1.07, -3.04], [0.77, -0.95, 1.40], [0.68, -1.57, -0.92], [-0.14, -2.49, 1.21]], "mulliken_charge": [0.191, -0.125, -0.644, -1.144, -0.541, -0.325, -0.257, -0.385, 0.339, 0.222, 0.255, 0.431, 0.248, 0.217, 0.251, 0.260, 0.305, 0.332, 0.369], "homo_lumo_gap_ev": 10.117, "spin_multiplicity": 1, "homo_ha": -0.3352, "relative_energy_kj_mol": 480.10}



- What is the formula in the eighth record?
  C4H11NO2S